Entry 1:
50
Properties=species:S:1:pos:R:3:forces:R:3:mulliken_charge:R:1 method="wB97M-V/def2-TZVPD" lumo_ev=0.1 relative_energy_kcal_mol=22.8 homo_ev=-8.5538 max_force_ev_per_a=1.35 homo_lumo_gap_ev=8.68
N 4.72140 -0.53111 -0.64650 -0.76 0.88 0.24 -0.067
N -2.26857 -1.99946 0.35503 1.30 0.06 0.34 -0.767
H -0.05429 -0.31974 -2.27714 -0.04 0.01 -0.08 0.649
C -1.74757 -0.96711 -0.25307 -0.40 -0.15 -0.09 0.057
H -5.97183 0.21724 2.23638 -0.21 -0.22 -0.12 0.329
N -2.71693 -0.32543 -0.98947 -0.14 -0.88 0.15 0.199
C 4.90194 -1.71198 0.17678 -0.04 -0.56 0.38 -0.679
H -1.67120 1.18281 -1.95688 -0.22 -0.03 -0.03 0.524
O -7.68696 -1.25914 1.65228 -0.21 -0.11 0.06 -0.572
C 1.70941 0.15377 -1.16798 -0.05 0.08 -0.15 -0.496
H 2.30797 0.41785 -2.02464 0.01 -0.02 -0.19 0.439
H 7.97348 -0.83978 -0.34470 0.04 0.06 0.02 0.395
S 3.99362 0.72752 0.21080 -0.38 -0.21 -0.36 1.545
S -5.39205 -0.67986 -1.41221 -0.40 -0.10 -0.37 -0.142
C 6.27692 -1.55953 0.85314 -0.02 -0.08 0.08 -0.534
C -3.34481 3.40811 1.10604 -0.51 0.04 -0.16 -0.688
C 0.38910 -0.23606 -1.29571 0.10 0.02 0.13 -0.729
C 7.00623 -0.49409 0.01547 0.04 -0.01 -0.08 -0.520
H 4.87589 -2.58638 -0.47976 -0.06 0.06 0.06 0.415
H 6.81181 -2.50772 0.86716 -0.01 -0.01 0.05 0.366
O -4.34708 2.51587 -0.66570 -0.20 -0.19 -0.47 -0.329
H -5.80670 -2.61414 -0.10827 -0.18 0.00 0.03 0.329
O 4.17084 1.92747 -0.55304 0.01 -0.06 -0.24 -0.778
H -3.38393 0.98831 -2.44645 0.22 0.03 -0.02 0.483
H 6.24978 -0.84414 -2.00555 -0.06 0.07 0.04 0.353
C -6.39466 -1.71564 -0.31051 0.35 0.23 -0.10 -0.531
H -1.42916 2.30923 0.76974 0.24 -0.09 0.02 0.615
H 2.05889 -0.07895 2.17961 0.00 -0.03 0.14 0.559
O 4.36926 0.74628 1.59781 -0.08 -0.26 0.07 -0.674
H 4.08215 -1.77972 0.89049 0.01 -0.24 0.00 0.300
C -3.09705 2.01610 -0.60622 0.85 0.10 0.32 0.340
C 2.28258 0.21176 0.08775 0.49 0.04 0.14 -0.188
H -3.16664 3.99318 1.98428 -0.04 0.17 0.18 0.459
C -2.43493 2.52792 0.47236 -0.21 -0.26 -0.63 -0.043
H 6.14802 -1.21359 1.87655 0.05 -0.07 0.01 0.234
C -2.68489 0.98313 -1.60615 -0.27 0.50 0.20 -1.286
H 7.15456 0.40993 0.60429 0.07 0.00 -0.01 0.245
H 6.04764 0.84110 -1.46145 0.15 -0.08 -0.16 0.424
O -5.76097 -0.16927 1.37209 0.47 0.36 0.14 -0.355
C 6.04486 -0.20017 -1.14534 0.53 0.38 -0.20 -0.827
C 0.24879 -0.52550 1.09704 -0.09 0.04 -0.20 -0.534
N -3.56849 -2.06684 0.05112 -1.03 0.12 -0.32 -0.380
C -0.35271 -0.56287 -0.16015 0.36 0.11 0.11 0.490
C -6.70514 -1.03426 1.00141 -0.23 -0.08 0.13 0.510
H -0.33207 -0.80497 1.96176 -0.05 -0.01 0.09 0.464
H -5.42946 3.85778 0.46937 -0.16 0.02 -0.08 0.507
C -4.48708 3.35750 0.36851 0.28 0.40 0.74 -0.536
C 1.56918 -0.13320 1.21981 0.19 0.04 0.12 -0.440
H -7.31898 -1.97308 -0.82456 0.08 0.04 0.08 0.397
C -3.84017 -1.05912 -0.73567 0.19 -0.14 -0.02 0.470

Entry 2:
47
Properties=species:S:1:pos:R:3:forces:R:3:mulliken_charge:R:1 method="wB97M-V/def2-TZVPD" lumo_ev=0.7 relative_energy_kcal_mol=78.8 homo_ev=-7.6249 max_force_ev_per_a=1.71 homo_lumo_gap_ev=8.29
O 0.16787 3.76220 2.41165 0.00 -0.41 0.30 -0.453
H -4.11821 -6.36657 -2.16910 -0.05 -0.07 -0.02 0.378
C -2.95140 -4.77966 -3.00685 -0.03 -0.07 0.03 -0.699
C -2.20445 -3.64288 -2.75803 0.12 0.20 0.15 -0.471
H 1.45508 1.29663 -0.87770 -0.06 0.13 -0.20 0.572
H -1.76352 -3.10483 -3.58194 0.04 0.06 -0.08 0.270
C -2.62961 -3.90294 -0.40136 0.12 0.16 0.01 -0.519
H 0.72883 2.80547 6.64899 -0.01 -0.09 -0.01 0.233
C 0.01145 -0.28221 -1.22574 -0.58 -0.82 0.22 0.028
N 1.19178 0.88331 -2.90049 -0.44 -1.33 0.18 -0.112
H 3.36569 3.62633 -4.20369 0.01 -0.06 0.03 0.264
C -0.25584 0.26280 1.29955 0.05 -0.02 0.58 -0.097
H 3.56824 0.12185 -2.27570 0.06 0.03 -0.05 0.267
H 1.40812 1.28786 6.01101 -0.05 0.02 -0.01 0.364
C 0.06378 2.40302 2.37680 0.07 0.19 0.19 0.990
H -3.07854 -5.11802 -4.02448 0.00 -0.01 -0.08 0.359
C -0.13481 -0.36834 2.52754 0.00 0.06 -0.35 -1.318
H 0.19329 -0.14732 4.61842 0.02 0.01 0.11 0.378
N 4.05360 0.81496 -2.82492 -0.07 0.05 -0.04 -0.515
C 0.55973 1.97918 5.96013 0.03 -0.13 0.23 -0.942
C 0.02251 4.47139 1.20723 -0.03 0.12 -0.23 -0.890
C -3.37427 -5.03562 -0.66324 0.00 -0.02 -0.11 -0.587
H -3.83039 -5.57530 0.15321 -0.03 -0.03 0.07 0.364
C 3.26169 1.86964 -3.25571 -0.15 -0.67 0.08 0.501
C -2.03708 -3.20056 -1.44885 -0.57 -0.83 -0.06 1.187
N 1.99258 1.85754 -3.33518 0.33 1.66 -0.22 -0.767
H 0.78594 4.18869 0.47426 -0.03 -0.01 0.03 0.355
C 0.20812 1.74943 3.62169 0.00 0.19 0.02 1.056
H -0.97014 4.32479 0.76830 0.04 -0.01 0.01 0.359
H 4.82066 2.77871 -4.17269 -0.09 0.00 -0.04 0.233
H -0.40845 -1.50285 -3.02251 0.00 -0.11 -0.22 0.495
O 0.44248 2.56439 4.68883 -0.07 0.01 -0.51 -0.415
C -0.53737 -1.30038 -1.98097 0.14 0.31 0.27 -0.535
H 0.14820 5.52103 1.46836 -0.02 -0.06 -0.07 0.230
H -2.49308 -3.53713 0.60341 -0.02 -0.02 0.05 0.383
C -3.53650 -5.48029 -1.96567 -0.06 -0.08 -0.03 -0.475
C 0.09746 0.36992 3.67700 0.02 0.23 0.22 -0.426
H -0.31884 2.14400 0.28838 0.00 0.11 -0.06 0.770
C 0.95198 0.71443 -1.65954 0.65 0.63 -0.16 -0.582
N 3.95472 2.98387 -3.69504 0.25 0.11 0.04 -0.512
N -1.25274 -1.59161 0.10223 -0.25 0.06 0.66 -1.084
H -0.35536 1.45049 6.24794 0.04 0.01 -0.02 0.372
H -0.21782 -1.44208 2.57892 0.01 -0.11 0.01 0.435
N -1.28825 -2.06082 -1.15125 0.69 0.84 -0.16 0.905
C -0.48814 -0.51499 0.09166 -0.03 -0.32 -0.90 0.164
H 4.95935 1.06605 -2.46277 -0.08 0.00 0.08 0.230
C -0.16836 1.65645 1.23791 0.01 0.09 0.07 -0.743

Entry 3:
40
Properties=species:S:1:pos:R:3:forces:R:3:mulliken_charge:R:1 method="wB97M-V/def2-TZVPD" lumo_ev=0.3 relative_energy_kcal_mol=0.0 homo_ev=-8.0998 max_force_ev_per_a=3.23 homo_lumo_gap_ev=8.36
C 2.44222 1.87073 2.53957 0.89 -0.03 0.98 -0.919
C -0.21376 0.52492 1.82941 -1.28 -0.65 0.13 -1.122
H 2.00822 3.46900 -0.38482 0.12 -0.43 0.13 0.518
H 4.59134 3.31447 0.44459 0.07 0.33 -0.20 0.392
H -4.00840 0.41819 2.69864 -0.29 0.52 0.46 0.401
C -1.90571 -2.75281 -1.33944 -1.44 0.15 0.87 -0.767
H 3.48174 0.75873 -0.09184 -0.19 0.19 0.03 0.364
C -2.22521 -0.72920 2.42689 -1.48 -1.41 2.25 -0.269
C -0.13076 -0.62872 -0.69076 -0.47 -0.36 -0.77 1.066
H 2.51500 0.79727 2.67042 -0.02 -0.17 0.29 0.370
C 2.95890 1.54664 -0.65279 -1.12 -0.14 -0.76 -1.426
H 0.97554 3.06539 1.55130 -0.19 -0.52 0.28 0.465
H -0.25607 0.98903 2.81896 -0.05 -0.15 -0.29 0.429
C -1.06359 -2.20116 -2.30711 1.18 0.07 -0.73 -0.569
H -2.73107 -2.52156 0.60252 0.65 0.42 -0.25 0.276
C 3.82782 2.48112 2.26894 0.58 -0.43 0.27 -0.771
H -2.63804 -3.57305 -1.54646 0.96 0.77 0.00 0.331
H -0.98198 -2.62693 -3.31345 -0.33 0.12 0.38 0.351
O -2.00140 -1.26807 3.50855 -0.33 0.80 -1.00 -0.583
H 4.58153 1.68134 2.11738 -0.39 0.40 0.06 0.268
H 1.99461 2.32268 3.42145 0.02 -0.26 0.25 0.347
C 1.74725 0.90892 -1.41433 1.16 -0.48 1.22 -1.234
H 2.19267 0.08262 -2.00679 -0.61 0.36 0.22 0.491
C 0.70322 1.00612 0.88968 0.85 0.30 -0.40 0.356
C 2.51641 2.70124 0.22774 0.30 -0.47 -0.03 0.269
C -3.67487 -0.35630 2.04325 0.90 -0.97 -0.57 -1.249
C -1.97878 -2.12880 -0.10645 -0.22 -0.99 -0.23 -0.662
C 1.61492 2.18723 1.35098 -2.33 0.04 -2.24 0.014
H 0.42555 -0.83403 -2.80155 0.54 0.42 -0.31 0.342
C -0.19611 -1.16775 -2.00851 -0.95 -1.17 0.63 -1.215
C -1.15277 -0.45928 1.50408 2.07 1.60 -0.32 0.354
H 3.62861 1.90826 -1.40317 0.73 0.29 -0.47 0.409
H 4.19165 3.10168 3.09346 -0.04 -0.19 -0.03 0.370
C 3.66167 3.31408 1.00805 0.48 -0.07 -0.21 -1.036
H 1.25096 1.60657 -2.09148 0.18 0.12 -0.04 0.383
H 3.39008 4.32226 1.27247 0.07 0.56 0.10 0.386
C 0.76245 0.40282 -0.37346 0.49 1.24 0.62 1.121
C -1.07851 -1.08724 0.25335 -0.68 -0.22 -0.48 1.077
H -4.31506 -1.23871 2.15127 0.14 0.17 0.24 0.321
H -3.74323 -0.04061 1.00651 0.03 0.23 -0.06 0.350

Entry 4:
49
Properties=species:S:1:pos:R:3:forces:R:3:mulliken_charge:R:1 method="wB97M-V/def2-TZVPD" lumo_ev=-4.8 charge=+1 homo_ev=-11.4737 max_force_ev_per_a=1.55 homo_lumo_gap_ev=6.69
H 3.12818 -3.25449 -0.67007 0.07 -0.18 0.01 0.239
H 3.95470 -2.04887 -1.70308 0.23 -0.13 -0.07 0.389
H -3.05942 -0.58684 -2.53800 -0.11 -0.07 -0.16 0.457
H -1.86395 -3.21598 1.26089 -0.21 0.22 -0.11 0.521
O 2.79089 -4.18901 3.73949 0.56 0.21 1.44 -0.454
H 3.36324 -0.81596 2.29969 0.11 0.26 0.11 0.484
C -3.05909 3.66010 -2.33894 -0.01 0.16 0.11 0.437
C -4.13001 4.89056 -0.60601 0.09 0.04 -0.03 -0.383
C -1.81768 -0.98888 -0.87535 -0.02 -0.31 -0.06 1.004
C 3.24526 -1.71592 1.71564 -0.08 -0.03 -0.42 -1.328
H 3.80413 -2.48352 2.23901 -0.01 -0.17 0.16 0.614
C 3.93643 -1.53248 0.35779 0.00 0.06 0.06 0.829
H -4.82516 2.98367 -1.34437 0.00 0.01 -0.03 0.428
H 2.35532 -5.34265 1.01772 -0.01 -0.14 -0.04 0.408
B 1.17639 0.28225 0.64702 -0.08 0.22 -0.39 0.365
Cl -2.27689 0.21903 1.44623 0.10 0.18 0.34 -0.086
C 3.32833 -2.19791 -0.83487 -0.30 0.28 -0.06 -0.905
C 1.78840 -2.10552 1.62934 -0.16 -0.04 0.11 0.160
C -1.49547 -0.88081 0.40928 0.07 -0.03 -0.48 -0.907
C 0.08452 -3.80526 1.92506 -0.12 0.61 -0.32 -0.612
C -0.83441 -2.92944 1.38551 0.47 -0.54 0.32 -0.102
H 5.28977 -0.45110 1.10504 0.11 0.07 -0.03 0.264
C -4.08038 3.76571 -1.41737 -0.10 -0.15 0.03 -0.305
H -2.43909 0.83116 -1.72873 -0.07 0.25 0.03 0.172
N 4.99949 -0.86961 0.22089 0.02 0.09 0.09 -0.729
H -1.40948 6.53248 -1.77282 0.02 0.00 -0.01 0.381
H -3.74908 -0.11227 -0.98012 -0.13 0.15 0.09 0.362
H 1.55562 1.63409 -0.98088 0.06 0.15 -0.14 0.462
C -2.83974 -0.16441 -1.56777 0.13 -0.16 -0.02 -1.249
H -1.30706 4.50964 -3.21693 -0.03 0.00 -0.02 0.442
C 0.76519 0.94174 -0.70631 0.32 -0.42 0.24 -0.961
H 2.36705 -1.72953 -1.05624 -0.15 -0.04 -0.07 0.147
N -0.45997 -1.69987 0.98855 -0.03 -0.14 0.31 0.321
H -0.13193 1.53570 -0.52931 -0.15 0.11 -0.02 0.283
H 0.57844 0.25002 -1.51807 -0.06 -0.05 -0.23 0.331
Cl -0.99838 -2.15820 -1.84820 0.14 0.00 0.02 -0.126
H -0.22892 -4.78820 2.23092 -0.08 -0.15 0.07 0.567
C 1.40608 -3.39018 2.03972 -0.41 0.19 -0.46 0.183
F -3.00245 2.55872 -3.12796 0.00 0.01 -0.03 -0.360
C 0.81339 -1.23369 1.10578 0.25 -0.21 0.36 0.225
H 1.84043 0.79917 2.41047 0.39 -0.01 0.05 0.368
C -2.09116 4.63224 -2.48151 0.15 -0.03 -0.11 -0.535
H -3.21598 6.76266 -0.10188 0.00 0.01 0.00 0.393
C 2.38226 -4.35669 2.64964 -0.44 0.09 -0.73 0.272
O 1.91365 1.04820 1.48139 -0.52 -0.08 0.42 -0.529
H -4.92272 4.99120 0.12259 -0.02 0.00 -0.01 0.380
O 2.69551 -5.42155 1.91846 0.12 -0.27 -0.40 -0.453
C -2.15419 5.75542 -1.66937 -0.08 -0.03 0.06 -0.333
C -3.17005 5.88511 -0.73195 0.00 0.02 0.03 -0.531